Entry 1:
Formula: C21H24ClNO3
Source: the Open Molecules 2025 dataset
Level of theory: ωB97M-V with the def2-TZVPD basis set

Geometry (Å):
C -2.012 -2.737 1.241
C -1.602 -3.000 -0.198
O -0.180 -2.877 -0.304
C 0.316 -2.037 -1.202
O -0.326 -1.451 -2.035
C 1.807 -1.847 -0.999
C 1.973 -0.732 0.060
N 1.127 0.396 -0.266
C 0.014 0.663 0.456
O -0.203 0.147 1.534
C -0.930 1.672 -0.188
C -0.970 2.952 0.659
C -1.916 3.987 0.065
C -2.274 0.997 -0.317
C -2.741 0.611 -1.567
C -3.951 -0.048 -1.694
C -4.709 -0.332 -0.571
C -4.247 0.042 0.679
C -3.036 0.700 0.806
C 3.422 -0.341 0.233
C 4.074 -0.688 1.412
C 5.400 -0.367 1.630
C 6.110 0.321 0.661
C 5.486 0.679 -0.519
C 4.156 0.348 -0.727
Cl 3.450 0.831 -2.237
H -1.652 -1.759 1.553
H -3.095 -2.757 1.319
H -1.589 -3.492 1.898
H -1.865 -4.017 -0.508
H -2.070 -2.281 -0.878
H 2.264 -2.766 -0.636
H 2.259 -1.546 -1.943
H 1.593 -1.105 1.019
H 1.211 0.763 -1.202
H -0.565 1.924 -1.189
H 0.041 3.364 0.712
H -1.277 2.704 1.675
H -1.922 4.888 0.673
H -1.606 4.254 -0.943
H -2.929 3.593 0.018
H -2.149 0.816 -2.447
H -4.299 -0.343 -2.673
H -5.654 -0.847 -0.670
H -4.830 -0.181 1.561
H -2.674 0.965 1.787
H 3.519 -1.218 2.172
H 5.878 -0.649 2.556
H 7.145 0.580 0.820
H 6.026 1.217 -1.284

## Properties
Energy above the lowest of the compared OMol25 structures with the same formula, charge and spin: 0.3315 eV
Total charge: 0
SMILES string: CCOC(=O)C[C@H](NC(=O)[C@H](CC)c1ccccc1)c1ccccc1Cl
Total energy: -42323.254 eV
LUMO level: 0.026 Ha

---

Entry 2:
Formula: C4H11N2OPS
Source: the Open Molecules 2025 dataset
Level of theory: ωB97M-V with the def2-TZVPD basis set

Geometry (Å):
O -0.106 -0.087 -3.565
P 0.959 -0.668 -2.358
S 0.533 -2.962 -2.375
N 0.031 -0.240 -1.106
N 0.616 0.053 0.256
C 0.725 1.389 0.646
C -0.286 1.609 1.742
C -0.980 0.246 2.093
C -0.061 -0.730 1.305
H 0.050 -0.380 -4.487
H 1.327 -3.228 -3.479
H -1.018 -0.268 -1.220
H 0.526 2.172 -0.173
H 1.732 1.536 1.043
H -1.237 2.150 1.400
H 0.170 1.963 2.633
H -0.900 -0.022 3.243
H -2.096 0.173 1.740
H 0.674 -1.257 1.919
H -0.660 -1.446 0.743

## Properties
Energy above the lowest of the compared OMol25 structures with the same formula, charge and spin: 2.3542 eV
Total charge: 0
SMILES string: OP(S)NN1CCCC1
Total energy: -29476.723 eV
LUMO level: 0.029 Ha

---

Entry 3:
Formula: C25H25N3O4
Source: the Open Molecules 2025 dataset
Level of theory: ωB97M-V with the def2-TZVPD basis set

Geometry (Å):
C -6.851 0.139 0.778
O -6.063 1.010 0.005
C -4.714 0.996 0.184
C -4.040 0.221 1.122
C -2.661 0.284 1.205
C -1.926 1.111 0.370
C -0.423 1.160 0.499
N 0.251 1.604 -0.704
C 1.027 2.831 -0.584
C 2.299 2.518 0.162
C 3.466 2.189 -0.517
C 4.584 1.838 0.220
C 4.495 1.819 1.603
C 3.284 2.159 2.183
N 2.215 2.502 1.486
C 0.263 0.967 -1.892
O 0.800 1.444 -2.878
C -0.435 -0.388 -1.996
N 0.030 -1.363 -1.029
C -0.893 -2.112 -0.370
O -2.082 -2.054 -0.601
C -0.312 -3.065 0.671
C 0.031 -4.399 0.000
O 0.805 -2.511 1.347
C 1.763 -2.015 0.507
C 3.091 -2.032 0.900
C 4.068 -1.549 0.047
C 3.719 -1.073 -1.205
C 2.391 -1.026 -1.594
C 1.399 -1.469 -0.730
C -2.606 1.898 -0.553
C -3.980 1.841 -0.648
H -7.876 0.292 0.443
H -6.570 -0.907 0.616
H -6.781 0.374 1.846
H -4.573 -0.444 1.782
H -2.150 -0.327 1.934
H -0.149 1.869 1.287
H -0.047 0.187 0.828
H 1.246 3.185 -1.593
H 0.440 3.575 -0.041
H 3.486 2.207 -1.596
H 5.510 1.584 -0.275
H 5.341 1.549 2.214
H 3.156 2.162 3.258
H -0.271 -0.752 -3.017
H -1.512 -0.278 -1.834
H -1.070 -3.223 1.445
H -0.863 -4.813 -0.457
H 0.413 -5.096 0.742
H 0.790 -4.253 -0.766
H 3.336 -2.427 1.873
H 5.101 -1.565 0.355
H 4.481 -0.728 -1.886
H 2.134 -0.637 -2.565
H -2.055 2.551 -1.214
H -4.512 2.442 -1.369

## Properties
Energy above the lowest of the compared OMol25 structures with the same formula, charge and spin: 2.2285 eV
Total charge: 0
SMILES string: COc1ccc(CN(Cc2ccccn2)C(=O)CN2C(=O)[C@@H](C)Oc3ccccc32)cc1
Total energy: -38991.771 eV
LUMO level: 0.028 Ha